Entry 1:
51
Properties=species:S:1:pos:R:3:forces:R:3 method="wB97M-V/def2-TZVPD" relative_energy_kcal_mol=62.9 gap_ha="0.161 / 0.161" multiplicity=1 homo_ev="-1.70 / -1.70" charge=-1 lumo_energy_ev="2.7 / 2.7"
Al -1.6885 -1.4277 -0.0669 -0.21 -2.46 1.50
Cl -1.3992 -0.4284 1.9233 0.31 0.58 0.37
Cl -0.4829 -2.5273 -1.5778 0.48 -0.07 -0.44
C -2.7625 -2.8169 0.6497 -0.26 0.51 -0.49
H -3.0653 -3.7472 0.1273 -0.01 0.57 0.08
H -3.5009 -2.4867 1.4074 0.26 -0.33 -0.23
C -0.3722 1.1543 -1.5898 1.66 0.40 -0.89
C -1.4688 0.5097 -1.3097 -3.22 -0.27 -0.56
H 0.3858 0.6546 -2.2092 -0.27 0.27 0.32
C -2.6308 1.1788 -0.5693 0.22 -0.10 0.57
H -1.6937 -0.3711 -1.9418 0.22 0.33 0.39
C -2.6830 2.6672 -0.8110 0.13 0.34 -0.17
H -3.5933 0.6890 -0.7739 0.35 0.04 -0.07
H -2.4500 1.0868 0.5210 -0.27 -0.16 -0.60
C -1.3247 3.3085 -0.5526 0.34 -0.07 0.42
H -3.0379 2.9101 -1.8103 0.00 -0.05 -0.30
H -3.3986 3.0853 -0.1096 -0.22 0.24 0.04
C -0.1081 2.5425 -1.1423 0.15 0.73 0.41
H -1.3281 4.3546 -0.8877 0.09 -0.22 -0.01
H -1.1471 3.3381 0.5285 -0.29 0.04 -0.04
H 0.3241 3.1519 -1.9500 0.10 -0.41 0.05
H 0.6465 2.4752 -0.3411 0.02 0.07 -0.34
C 0.8950 -3.1961 2.1230 -0.18 -0.10 0.11
N 1.8498 -2.0898 2.2511 -0.07 0.64 -0.36
C 1.6885 -1.3722 3.5151 -0.15 0.05 0.03
P 2.1236 -1.1859 0.8614 -0.94 -0.15 0.42
O 1.0020 -0.4665 0.1814 1.71 -0.46 0.32
N 3.2461 -0.0792 1.4234 0.35 0.06 -0.20
C 3.2969 1.2502 0.8135 -0.25 -0.10 -0.02
C 4.5088 -0.5277 1.9995 -0.09 0.21 -0.08
N 2.8378 -2.3628 -0.0849 0.28 0.17 0.00
C 3.1214 -2.0762 -1.4871 -0.21 -0.06 0.08
C 3.7017 -3.3936 0.4796 -0.10 -0.12 -0.16
H -0.1376 -2.8466 2.2682 0.16 -0.17 -0.12
H 1.1351 -3.9419 2.8942 -0.06 0.01 -0.15
H 0.9626 -3.6565 1.1313 -0.05 0.11 0.22
H 2.4203 -0.5627 3.5827 -0.18 -0.17 0.07
H 0.6768 -0.9501 3.6000 0.19 -0.07 0.05
H 1.8536 -2.0755 4.3422 -0.02 0.07 -0.11
H 2.4713 1.8754 1.1826 0.21 -0.13 -0.16
H 4.2489 1.7212 1.0862 -0.20 -0.04 -0.06
H 3.2282 1.1955 -0.2846 0.04 0.14 0.26
H 4.7712 0.1452 2.8280 0.10 -0.15 -0.09
H 4.4373 -1.5443 2.3990 -0.11 0.23 -0.14
H 5.3177 -0.4926 1.2526 -0.02 -0.09 0.16
H 2.3981 -1.3555 -1.8835 0.08 -0.22 0.16
H 4.1429 -1.6814 -1.6199 -0.09 -0.05 0.01
H 3.0306 -3.0073 -2.0629 -0.01 0.22 0.03
H 4.7692 -3.1362 0.3790 -0.12 -0.03 -0.01
H 3.4728 -3.5559 1.5374 0.06 0.07 -0.33
H 3.5274 -4.3359 -0.0611 0.07 0.15 0.08

***

Entry 2:
51
Properties=species:S:1:pos:R:3:forces:R:3 method="wB97M-V/def2-TZVPD" gap_ha=0.214 multiplicity=1 homo_ev=-3.26 charge=-1 lumo_energy_ev=2.6
C -3.2690 -5.6157 3.6369 -2.05 4.56 -4.68
C -3.5837 -4.5926 2.8521 0.94 -5.36 3.31
C -4.1007 -3.4642 1.8357 0.08 -0.71 1.07
C -3.3855 -3.4840 0.3785 -0.64 1.49 0.27
C -2.2974 -2.2846 0.3557 -0.05 0.07 -0.69
B -0.7437 -2.8015 0.0012 -0.83 -0.32 -0.35
O -0.3882 -4.0025 0.7852 -0.13 -1.20 -0.25
C -0.6960 -2.9957 -1.6340 -0.03 -1.14 -2.88
B 0.3998 -4.1103 -2.1354 -0.91 0.38 0.09
O 1.6761 -3.7603 -2.7582 -1.07 -1.31 2.11
O -0.0141 -5.5181 -1.9540 1.82 1.47 0.65
P 0.4145 -1.3702 0.6547 1.24 0.90 0.78
C 2.0221 -2.1069 1.4219 0.75 0.51 0.92
C 1.0362 -0.2697 -0.7683 -0.07 0.93 0.28
C -0.0774 0.9153 -0.9975 0.90 0.36 -0.28
H -3.1316 -6.6810 4.0731 -0.17 2.78 -0.91
H -5.2373 -3.5878 1.6917 1.70 -0.16 0.51
H -3.9627 -2.4429 2.3824 -0.07 -1.85 -1.22
H -2.9866 -4.5120 0.0553 -0.50 1.48 0.82
H -4.2259 -3.2115 -0.3871 1.39 -0.62 1.37
H -2.1989 -1.7069 1.3561 -0.79 -0.88 -1.61
H -2.5867 -1.5942 -0.5381 0.33 -0.67 1.84
H -0.8715 -4.8065 0.4843 0.45 1.09 0.28
H -1.7371 -3.4402 -1.9406 1.60 0.65 0.42
H -0.5955 -2.0136 -2.2379 -0.12 -1.35 1.04
H 2.3712 -4.2965 -2.3042 -0.64 0.46 -0.86
H 0.6284 -5.9951 -1.3741 -0.67 0.46 -0.85
H 1.9265 -3.2179 1.7002 0.14 1.60 -0.74
H 2.9708 -1.8655 0.8027 -1.47 -0.69 0.83
H 2.1630 -1.5353 2.4325 -0.15 -1.04 -1.74
H 1.9812 0.2842 -0.3605 -1.49 -1.18 -0.88
H 1.2676 -0.8626 -1.7281 -0.26 1.11 1.33
H -0.6705 1.1543 -0.0254 1.04 -0.66 -1.71
H 0.5356 1.8754 -1.2600 -1.34 -1.53 0.26
H -0.7982 0.6711 -1.8653 1.07 0.37 1.45
C 1.9304 7.1132 1.3067 0.03 0.17 -0.16
O 2.5130 7.0893 0.0093 -0.08 -0.32 0.25
C 3.1901 5.8602 -0.2585 -0.18 0.24 -0.42
C 2.3409 4.9324 -1.1222 -0.04 -0.29 0.49
O 1.1745 4.4951 -0.4257 0.12 0.53 -0.19
C 0.0126 5.2189 -0.8095 0.00 -0.24 0.09
H 1.2255 7.9464 1.3463 0.11 -0.03 -0.08
H 1.3906 6.1906 1.5319 0.06 -0.01 -0.03
H 2.7099 7.2788 2.0565 -0.04 -0.06 0.12
H 3.4855 5.3679 0.6753 -0.12 -0.03 -0.08
H 4.1034 6.1127 -0.8069 0.00 -0.03 0.00
H 2.9249 4.0378 -1.3585 0.03 0.01 0.00
H 2.0699 5.4137 -2.0695 0.03 0.07 0.12
H -0.3341 4.8647 -1.7846 -0.08 0.07 -0.04
H 0.1951 6.2950 -0.8531 0.06 0.01 -0.02
H -0.7669 5.0288 -0.0693 0.11 -0.10 -0.05

***

Entry 3:
49
Properties=species:S:1:pos:R:3:forces:R:3 method="wB97M-V/def2-TZVPD" gap_ha=0.285 multiplicity=1 homo_ev=-10.29 charge=+1 lumo_energy_ev=-2.5
Bi 1.5606 -0.9646 -1.2897 0.00 0.00 -0.05
N 3.8954 -0.5442 -0.7846 0.03 -0.10 -0.12
C 4.6044 -1.0198 0.4328 -0.05 0.04 0.03
C 4.2238 -0.2072 1.6762 0.04 0.02 -0.02
C 3.2851 -0.8719 2.6829 0.02 -0.05 0.02
C 1.8459 -1.0845 2.2429 -0.04 0.02 0.01
N 1.7366 -2.1218 1.2065 0.06 0.00 0.03
H 4.3613 -0.9173 -1.6087 0.04 0.00 0.03
H 3.9843 0.4667 -0.8622 -0.01 0.00 0.02
H 5.6765 -0.9426 0.2483 0.01 0.01 0.03
H 4.3759 -2.0763 0.5649 -0.01 0.00 -0.02
H 3.8015 0.7540 1.3630 -0.01 -0.01 0.00
H 5.1458 0.0394 2.2046 -0.01 0.00 0.00
H 3.2676 -0.2517 3.5811 0.00 0.01 -0.01
H 3.7132 -1.8315 2.9959 -0.01 0.01 0.00
H 1.4419 -0.1522 1.8308 0.01 -0.02 -0.01
H 1.2392 -1.3329 3.1179 0.02 -0.03 0.02
H 0.7735 -2.4355 1.1113 -0.03 0.03 0.02
H 2.2802 -2.9386 1.4673 0.01 -0.01 -0.01
C -0.8802 1.2626 -2.1087 0.03 -0.03 0.06
C 0.0263 1.8276 -1.0111 0.05 -0.01 -0.04
C -0.7310 1.8059 0.3249 -0.04 0.06 0.02
C 0.3999 3.2757 -1.3511 -0.04 0.02 -0.03
C 1.3007 1.0252 -0.9003 -0.04 -0.01 0.05
H -1.8133 1.8277 -2.1753 0.02 0.01 0.00
H -1.1417 0.2210 -1.8926 0.01 0.03 -0.04
H -0.3853 1.3049 -3.0808 -0.01 0.01 0.00
H -1.6163 2.4458 0.2647 -0.01 -0.01 0.03
H -0.1044 2.1780 1.1383 0.00 -0.01 -0.01
H -1.0497 0.7901 0.5717 0.02 -0.02 -0.01
H -0.4991 3.8880 -1.4513 0.01 0.00 0.01
H 0.9508 3.3244 -2.2911 0.01 0.00 0.00
H 1.0198 3.7142 -0.5665 0.00 -0.01 0.00
H 2.1030 1.5021 -0.3362 -0.05 0.04 -0.02
S -1.1422 -2.4647 -0.7232 -0.05 -0.02 -0.01
C -2.6319 -1.6406 -0.5871 -0.06 0.01 0.06
N -3.1010 -1.2534 0.6013 0.02 0.01 -0.03
C -4.3779 -0.5706 0.7979 0.04 -0.01 0.01
C -4.7038 0.2363 -0.4467 -0.03 -0.01 0.00
C -4.6413 -0.6694 -1.6636 0.03 -0.03 0.02
N -3.3627 -1.3773 -1.6704 0.04 -0.01 -0.06
H -2.5368 -1.5079 1.3939 -0.01 0.01 0.00
H -4.2812 0.0735 1.6701 -0.02 0.01 0.00
H -5.1657 -1.3000 1.0021 0.00 -0.01 0.00
H -3.9849 1.0502 -0.5535 0.02 0.02 0.00
H -5.6982 0.6716 -0.3607 0.01 0.00 0.01
H -4.7111 -0.0958 -2.5861 -0.01 0.02 0.00
H -5.4640 -1.3885 -1.6511 0.00 0.00 0.00
H -2.9895 -1.7247 -2.5385 0.00 0.01 0.01

***

Entry 4:
55
Properties=species:S:1:pos:R:3:forces:R:3 method="wB97M-V/def2-TZVPD" gap_ha=0.288 multiplicity=1 homo_ev=-11.25 charge=+1 lumo_energy_ev=-3.4
C 4.0880 -4.4538 0.2755 0.04 0.15 0.24
C 4.2923 -2.9227 0.2527 0.13 -0.28 -0.04
C 3.9858 -2.2934 -1.1137 -0.25 -0.17 0.40
C 3.2372 -0.9611 -1.1199 -0.42 -0.17 -0.67
C 1.8707 -1.1068 -0.4407 -0.18 0.32 -0.03
C 0.9945 0.1564 -0.2826 -0.13 -0.32 0.57
O -0.3034 -0.0461 -0.8041 0.07 0.27 -0.10
C -1.1507 -0.8424 0.0046 -0.13 -0.31 -0.06
C -1.7247 -2.0109 -0.8052 0.06 0.15 -0.16
O 2.9170 -0.7996 -2.5712 0.27 -0.26 0.07
S 2.8740 0.6711 -3.0920 -0.01 0.49 -0.24
O 1.5394 1.1535 -3.1569 0.02 0.02 0.25
O 3.7056 0.8412 -4.2259 0.21 -0.32 -0.02
O 3.6243 1.3038 -1.8194 -0.66 0.19 0.24
C 4.0661 0.3331 -0.8555 1.05 -0.13 0.06
S 5.8761 0.1490 -1.1244 -0.06 -0.07 0.19
P 3.8136 1.3141 0.7686 -0.50 0.13 -0.29
O 5.3633 1.7023 1.0185 -0.13 0.00 0.13
Br 3.4764 -0.2239 2.3673 0.21 0.04 0.13
H 5.0121 -4.9708 0.5249 0.04 -0.08 -0.16
H 3.7098 -4.8312 -0.6717 0.09 -0.08 -0.09
H 3.3701 -4.7410 1.0439 -0.07 0.02 -0.02
H 3.6882 -2.4921 1.0434 -0.02 0.07 -0.09
H 5.3263 -2.6990 0.5124 0.00 0.13 0.07
H 3.3341 -2.9696 -1.6672 -0.08 0.02 -0.05
H 4.9031 -2.2004 -1.6821 0.00 0.01 -0.17
H 1.9620 -1.5886 0.5269 0.20 -0.08 -0.03
H 1.3171 -1.7929 -1.0813 0.02 -0.03 -0.07
H 1.4108 1.0423 -0.7465 -0.11 0.01 -0.28
H 0.9053 0.3803 0.7876 0.08 0.09 0.02
H -0.6207 -1.2335 0.8761 0.16 0.09 0.03
H -1.9581 -0.2082 0.3827 -0.05 0.06 0.02
H -1.2969 -1.9791 -1.8058 0.03 0.01 -0.03
H -1.4702 -2.9752 -0.3711 -0.08 -0.05 0.06
H -2.8044 -1.9424 -0.9238 -0.06 -0.07 0.09
H 5.7594 -0.2774 -2.3897 -0.13 -0.05 -0.06
H 5.3751 2.5357 1.4979 0.32 0.22 0.14
C -5.9651 3.6288 1.4301 -0.14 -0.09 0.12
C -4.8714 2.8194 2.1066 -0.06 0.34 -0.23
C -3.8226 2.2391 1.1575 0.14 -0.32 0.15
O -4.3713 1.1466 0.4510 -0.06 0.19 -0.10
C -4.7930 1.4122 -0.8962 -0.05 -0.14 -0.05
N -5.5001 1.6165 2.7667 -0.01 -0.20 0.14
H -6.5997 3.0057 0.7982 0.06 -0.01 -0.06
H -6.6037 4.1193 2.1663 0.01 0.00 0.00
H -5.5223 4.4038 0.8088 0.03 0.01 0.00
H -4.3982 3.4106 2.8898 0.06 -0.06 0.02
H -2.9841 1.8482 1.7427 0.01 0.01 -0.03
H -3.4275 3.0091 0.4951 -0.07 0.07 0.00
H -4.1907 2.1998 -1.3473 0.04 0.00 0.02
H -5.8485 1.6872 -0.9304 0.02 0.07 0.00
H -4.6551 0.4959 -1.4638 0.03 -0.02 0.03
H -6.3718 1.8373 3.2475 0.00 0.04 0.00
H -4.8659 1.1669 3.4294 -0.01 0.05 0.04
H -5.6773 0.9325 2.0154 0.03 0.05 -0.08

***

Number 1: electronic energy -61419.752 eV. Number 2: electronic energy -34844.763 eV. Number 3: electronic energy -36597.385 eV. Number 4: electronic energy -130784.412 eV.